A cluster of 3 separate species, C32H53N5O6 in total at a distorted geometry, computed with wB97M-V/def2-TZVPD.

The geometry in XYZ format:
```
96
Properties=species:S:1:pos:R:3:forces:R:3
C -2.549235 0.947182 6.229603 0.72 -0.74 0.07
C -1.230975 1.921083 6.265728 0.30 0.15 -0.25
C -1.543732 3.519833 6.055800 -1.00 -0.45 -0.77
N -0.314093 4.416555 6.285178 0.98 -1.96 -1.89
C 0.717100 4.078684 5.219504 2.03 -0.44 -2.11
C 1.912574 2.934427 5.459524 0.01 1.81 -3.27
N 2.064965 2.146877 6.753151 0.61 2.51 -1.44
C 2.929112 2.645614 4.206073 -1.10 1.98 -0.40
C 4.110587 1.480482 4.363890 -2.43 0.11 1.10
O 4.089155 0.713472 3.108307 -1.92 -1.06 0.83
C 2.995782 -0.270102 3.069832 1.37 -6.79 1.70
C 1.433963 0.016243 2.654956 -0.49 1.51 -0.05
O 3.318011 -1.560716 3.363541 -1.88 8.60 -1.93
C 2.897435 3.425216 2.742927 -3.42 1.76 2.70
C 1.716029 4.557694 2.501739 0.77 -2.56 3.63
C 0.673856 4.808025 3.745528 1.87 -0.92 -0.98
C -0.337366 5.924599 3.099164 -3.74 1.34 1.55
O -1.471759 6.463179 3.561860 7.15 -3.53 -2.85
N 0.168888 6.315367 1.708181 0.11 -2.71 -0.41
C 1.368517 5.493428 1.197024 2.02 -0.53 -1.62
O 2.008207 5.544991 0.024273 -4.52 -0.16 7.48
H -2.148994 -0.167124 6.101978 -0.90 2.37 0.24
H -3.180207 0.939024 7.229835 1.22 0.35 -2.20
H -3.197794 1.184546 5.280827 1.13 -0.37 2.00
H -0.603454 1.823911 7.262518 -1.47 -0.08 -1.88
H -0.517693 1.557931 5.383631 -1.47 0.89 1.91
H -2.460042 3.890456 6.719220 2.18 -0.77 -1.23
H -1.861362 3.684347 4.925356 0.62 -0.24 2.40
H 0.066575 4.271523 7.252136 -0.29 0.04 -1.38
H 3.076236 2.184154 7.070239 -1.63 -0.04 -0.67
H 1.503068 2.584085 7.528495 0.67 -0.55 -1.32
H 3.773273 0.730840 5.223636 0.76 1.72 -1.61
H 5.153970 1.917370 4.663195 -1.92 -0.91 -1.26
H 1.222325 -0.374551 1.567686 0.66 0.57 2.22
H 1.150761 1.175855 2.636805 0.96 -2.53 0.01
H 0.642003 -0.467855 3.405835 2.27 0.70 -1.59
H 3.650255 3.232297 1.867974 -1.54 0.13 2.12
H -0.631730 6.183680 1.022122 1.22 0.80 1.06
C -4.193576 2.328279 -1.337861 -0.19 -0.20 -0.08
C -2.685189 2.257665 -0.964169 -1.09 1.54 -0.56
C -1.842202 2.120846 -2.261470 0.15 -0.37 0.17
C -1.941607 0.732376 -2.895416 -0.02 0.07 0.05
C -1.612385 -0.358751 -1.881902 0.11 0.30 0.00
C -2.427050 -0.252793 -0.565211 -0.83 -1.85 0.02
N -2.438363 1.135178 0.003509 5.05 0.56 0.38
O -1.181796 1.356224 0.598928 -3.52 -0.51 -1.10
C -3.885724 -0.725528 -0.800275 -0.15 0.11 -0.17
C -1.862933 -1.312460 0.439732 0.32 0.71 0.11
C -2.405918 3.657616 -0.325073 0.49 -0.48 0.34
H -4.489357 3.343993 -1.628766 0.32 -0.15 0.13
H -4.456188 1.702318 -2.192687 0.04 -0.07 0.17
H -4.829660 2.048769 -0.491464 0.15 -0.02 -0.10
H -0.787006 2.330336 -2.047028 -0.13 -0.01 0.20
H -2.157536 2.870212 -2.996123 -0.13 0.04 0.28
H -2.938115 0.569408 -3.315364 -0.01 0.03 0.03
H -1.243696 0.668800 -3.738750 -0.11 0.00 0.10
H -1.777516 -1.338948 -2.349594 -0.11 0.09 0.31
H -0.538537 -0.307059 -1.660778 -0.13 0.04 0.21
H -4.501020 -0.559714 0.091190 0.15 0.05 -0.11
H -3.919586 -1.799054 -1.018766 0.25 0.18 0.10
H -4.373030 -0.244135 -1.645471 0.03 0.10 0.07
H -0.787880 -1.194764 0.617611 -0.27 0.18 -0.02
H -1.997854 -2.330677 0.054700 -0.16 0.35 -0.17
H -2.379063 -1.255890 1.405618 0.08 0.09 -0.17
H -3.012451 3.803248 0.575960 0.07 -0.10 -0.10
H -2.653869 4.465194 -1.024283 -0.12 -0.41 -0.07
H -1.353980 3.805174 -0.056674 -0.14 -0.30 0.03
C 2.006546 -2.652617 -3.516878 0.14 0.13 -0.21
C 1.356493 -4.061129 -3.401172 0.66 1.20 1.41
C 2.474744 -5.135342 -3.312170 -0.17 -0.15 -0.35
C 3.187161 -5.368625 -4.645457 -0.05 0.04 0.07
C 2.187471 -5.674637 -5.755922 -0.05 -0.07 0.31
C 1.046418 -4.629218 -5.872879 0.23 0.52 -1.93
N 0.419061 -4.300253 -4.550667 -1.36 -4.69 1.24
O -0.415502 -5.378912 -4.200884 1.82 3.16 -0.93
C 1.579281 -3.328240 -6.528603 0.20 0.13 0.11
C 0.008745 -5.160041 -6.918103 -0.23 -0.21 0.74
C 0.604163 -3.999832 -2.031303 -0.37 -0.56 -0.45
H 2.295394 -2.260312 -2.533796 -0.17 -0.31 -0.10
H 2.927041 -2.648990 -4.103559 -0.16 -0.01 -0.08
H 1.312497 -1.925350 -3.951041 0.06 -0.15 -0.01
H 2.052620 -6.088997 -2.972070 -0.17 0.16 -0.05
H 3.216144 -4.845481 -2.559172 -0.25 0.18 0.00
H 3.797150 -4.501862 -4.914862 -0.03 0.03 0.03
H 3.884222 -6.208605 -4.541185 -0.08 0.13 -0.02
H 2.728254 -5.750737 -6.709101 -0.30 0.17 0.05
H 1.763428 -6.669676 -5.569368 -0.18 0.20 0.00
H 0.813993 -2.543952 -6.524074 0.08 -0.16 0.08
H 1.855600 -3.501319 -7.575043 -0.16 -0.19 0.20
H 2.475710 -2.932875 -6.055674 -0.08 0.01 0.10
H -0.376556 -6.153821 -6.662806 0.05 0.30 0.16
H 0.464713 -5.256454 -7.911087 0.19 0.19 0.33
H -0.842726 -4.475577 -7.013144 0.16 -0.10 0.11
H -0.171126 -3.225457 -2.046199 0.10 -0.11 -0.08
H 1.294962 -3.759988 -1.214096 0.10 0.05 -0.41
H 0.132980 -4.950186 -1.757080 0.02 0.17 -0.30
```
Forces are in eV/Å.

LUMO energy (alpha / beta) (eV): -1.34 / -1.34
Charge: 0
Multiplicity: 3
Expectation value of S²: 2.0096


A structure of composition C32H54BrFIN3O10P at a distorted geometry, computed with wB97M-V/def2-TZVPD.

The geometry in XYZ format:
```
103
Properties=species:S:1:pos:R:3:forces:R:3
C 4.039932 -3.761208 5.150022 -0.21 0.01 0.01
N 2.889205 -4.438769 4.592473 -0.21 0.00 0.00
C 1.692471 -3.694922 4.306938 0.04 -0.57 0.16
C 1.742453 -2.625027 3.173603 0.60 0.32 0.94
C 1.154919 -1.251746 3.598758 -0.78 -0.10 -0.47
I 2.544802 -0.355360 5.035942 0.07 0.06 -0.04
P -0.422827 -1.139011 4.722586 0.26 0.52 0.77
O -1.047817 -2.653702 4.663903 0.14 0.01 -0.39
Br -1.781103 0.162966 3.491579 0.10 -0.23 0.07
O 0.973643 -0.398598 2.510314 -0.18 -0.56 -0.25
C 1.848755 -0.568940 1.437617 -0.24 0.63 -0.05
F 3.115167 -0.352671 1.942719 0.22 -0.26 -0.08
C 1.584206 0.551803 0.450964 0.20 0.42 0.53
C 2.083514 1.910969 0.965422 -0.48 -0.14 -0.07
C 1.243934 3.026129 0.343339 -0.20 -0.08 0.07
O 0.729838 2.627471 -0.916727 0.11 0.15 0.01
C 0.625455 3.700569 -1.847209 -0.11 -0.56 -0.25
C 1.830401 -2.046905 0.804422 1.84 0.64 -1.20
O 3.198681 -2.392019 0.748537 -0.29 -0.56 0.22
C 1.316133 -2.106655 -0.649214 -0.81 -0.08 -0.64
C 0.147716 -1.475074 -1.104026 0.02 -0.01 0.21
C -0.259250 -1.503177 -2.428057 0.51 -0.41 -0.22
C 0.506711 -2.169885 -3.386455 -0.04 0.13 0.77
C 1.692152 -2.771670 -2.977228 -0.49 0.27 -0.05
C 2.081693 -2.734753 -1.644357 0.13 0.14 0.15
N 1.307568 -3.092732 1.774069 -0.68 -0.51 1.12
C -0.164107 -3.457874 1.748204 -1.04 -0.08 -0.26
C -1.271402 -2.494954 1.320490 -0.28 -0.47 -0.65
C -2.612016 -2.834788 1.973325 -0.27 0.71 -0.48
C -3.712253 -2.069962 1.237303 -0.08 0.09 0.50
O -4.887801 -2.888039 1.162394 0.90 0.27 -0.03
C -5.995614 -2.224338 0.812017 0.45 0.51 0.19
O -6.984562 -2.787077 0.538351 -1.75 -0.99 -0.46
C 2.010995 -4.447663 1.626104 0.09 -0.20 -0.55
C 2.153568 -5.091570 0.263420 0.08 0.02 -0.78
C 0.959354 -5.539345 -0.535465 -0.23 0.17 0.48
N 3.344844 -5.308924 -0.093204 0.26 0.03 0.22
H 3.734466 -3.214162 6.037526 -0.07 0.10 0.12
H 4.525791 -3.048479 4.477911 0.14 0.02 -0.10
H 4.754454 -4.505173 5.479172 0.22 -0.10 -0.09
H 3.094412 -5.185822 3.953688 0.12 0.01 -0.02
H 1.419759 -3.194606 5.231205 0.01 0.30 0.07
H 0.906487 -4.429997 4.164318 -0.27 0.09 -0.21
H 2.808754 -2.445974 3.065745 0.09 0.09 -0.38
H -1.076679 -2.958028 5.580588 -0.28 -0.12 0.02
H 0.513742 0.635903 0.316812 -0.11 -0.13 -0.25
H 2.068485 0.373688 -0.499939 -0.18 -0.31 -0.25
H 3.135019 2.043679 0.743126 0.21 -0.07 0.06
H 1.926448 1.946016 2.039869 0.27 0.15 0.20
H 0.408974 3.224329 1.017483 -0.18 0.15 0.01
H 1.807613 3.952292 0.252586 0.17 0.07 0.01
H 0.128563 4.577214 -1.438603 0.11 0.17 0.18
H 0.019952 3.344034 -2.672045 -0.10 -0.04 -0.11
H 1.612683 3.929004 -2.246546 0.10 0.36 0.07
H 3.649854 -1.786904 0.152014 0.10 0.11 0.03
H -0.466073 -0.918134 -0.422576 -0.04 0.06 0.01
H -1.165262 -1.004116 -2.727889 -0.15 0.13 0.06
H 0.163466 -2.192680 -4.406914 0.12 -0.07 -0.21
H 2.318830 -3.264549 -3.701888 0.14 -0.10 -0.05
H 3.015336 -3.208848 -1.402984 0.12 -0.05 0.17
H -0.460039 -3.865620 2.708896 0.61 0.25 0.45
H -0.254347 -4.313181 1.093201 0.16 0.03 -0.22
H -1.043832 -1.437466 1.351585 0.11 0.09 0.53
H -1.478069 -2.709009 0.275324 0.29 0.13 -0.24
H -2.668581 -2.510529 3.002067 0.16 -0.48 0.31
H -2.833920 -3.892955 1.861013 0.10 -0.20 0.20
H -3.942673 -1.171368 1.806733 -0.08 0.19 0.01
H -3.403228 -1.735980 0.246650 -0.02 -0.25 -0.25
H -5.942294 -1.131280 0.807797 0.45 0.29 0.10
H 1.414601 -5.152392 2.193713 -0.06 0.12 0.46
H 3.005603 -4.362397 2.028552 0.15 0.11 0.04
H 0.312894 -6.170028 0.075661 -0.09 -0.10 0.00
H 0.378749 -4.678120 -0.857328 -0.15 0.04 -0.13
H 1.254699 -6.099344 -1.412893 0.15 -0.08 -0.13
H 3.375501 -5.805729 -0.981252 0.02 -0.16 -0.01
O -0.457624 6.320822 1.844361 0.07 0.00 -0.04
C -1.366875 5.753441 1.303862 -0.08 -0.01 0.25
O -1.878445 6.266950 0.175488 0.17 0.08 -0.16
C -2.832775 5.577997 -0.639222 -0.25 -0.06 -0.05
C -4.250852 5.791125 -0.149164 0.05 0.01 0.15
C -1.982539 4.510947 1.908947 0.11 -0.32 -0.27
H -2.575427 4.519712 -0.720213 0.01 0.01 0.04
H -2.709939 6.003365 -1.630974 0.10 0.05 -0.05
H -4.399552 5.386937 0.853157 0.00 -0.06 -0.03
H -4.960754 5.309071 -0.821845 0.01 0.01 -0.02
H -4.476300 6.856238 -0.106585 0.00 0.01 -0.06
H -2.721556 4.802152 2.653871 -0.01 0.04 -0.01
H -1.188690 3.956009 2.401262 0.00 0.11 0.18
H -2.446068 3.845180 1.183264 -0.12 0.08 0.03
O -1.372908 5.506438 -3.945741 0.00 -0.11 0.12
C -1.148213 5.132104 -5.064733 -0.02 0.31 -0.17
O -0.160900 4.236205 -5.257270 -0.01 -0.21 0.18
C 0.082835 3.600907 -6.517305 0.11 0.01 -0.23
C 0.963014 4.443181 -7.416369 -0.03 0.13 0.07
C -1.884584 5.698786 -6.255184 -0.23 -0.32 -0.04
H -0.857093 3.326088 -6.997470 -0.01 0.05 0.01
H 0.592346 2.671374 -6.268000 -0.01 0.01 0.10
H 0.487310 5.389475 -7.672521 -0.04 -0.03 -0.05
H 1.183056 3.909042 -8.340542 0.00 -0.02 0.00
H 1.901149 4.675430 -6.913066 0.02 -0.06 -0.01
H -1.400041 6.627494 -6.552942 0.02 0.01 0.00
H -2.904261 5.917620 -5.949680 0.06 0.13 0.09
H -1.933810 5.030075 -7.110635 0.12 0.07 -0.04
```
Forces are in eV/Å.

LUMO energy (eV): -2.63
Charge: +1
Multiplicity: 1


A structure of composition C32H54GeN4O3P3Pd at a distorted geometry, computed with wB97M-V/def2-TZVPD.

The geometry in XYZ format:
```
98
Properties=species:S:1:pos:R:3:forces:R:3
Pd 0.096124 -0.123015 0.173513 0.07 -0.99 -2.15
C 0.461367 3.512751 -3.124631 0.05 0.10 0.05
N -0.451368 2.434166 -3.513928 0.42 -0.39 -0.18
C -1.267787 2.720286 -4.693864 -0.15 0.06 0.05
P -0.144511 0.900898 -3.048121 -0.49 -0.04 -0.60
O 0.570646 0.866469 -1.736662 -0.08 -0.39 0.87
O -1.616219 0.219692 -2.949206 0.24 -0.02 0.26
P -2.591641 -0.203848 -1.707743 -1.08 0.41 -0.79
O -1.794241 -0.994234 -0.716883 1.02 0.28 0.71
N -3.747044 -1.077148 -2.443608 0.40 0.14 0.36
C -3.358193 -2.320490 -3.103943 -0.02 0.02 -0.17
C -5.143006 -0.684792 -2.593649 -0.12 0.01 -0.04
N -3.285475 1.158488 -1.103605 0.55 -0.43 -0.32
C -2.791069 1.635592 0.186000 -0.09 0.04 0.22
C -3.669928 2.218649 -2.042508 -0.05 -0.02 0.02
N 0.612040 -0.020711 -4.179897 -0.31 0.30 0.28
C 0.572129 -1.460872 -3.937026 0.01 0.02 -0.07
C 0.689059 0.336184 -5.594039 0.04 0.08 -0.05
H 1.127130 3.792423 -3.944630 -0.02 -0.06 -0.02
H 1.060834 3.198805 -2.274070 -0.02 0.04 0.00
H -0.121628 4.391856 -2.845365 -0.01 -0.03 0.01
H -0.652898 2.971953 -5.560209 0.00 -0.01 0.03
H -1.913359 3.574700 -4.483833 -0.02 -0.04 0.03
H -1.892922 1.862525 -4.937903 -0.01 0.03 -0.03
H -2.326976 -2.568952 -2.855496 -0.02 -0.04 -0.02
H -3.450062 -2.230390 -4.189579 0.02 0.01 0.02
H -4.000227 -3.137204 -2.771880 0.01 0.02 0.05
H -5.365454 0.171602 -1.963947 -0.03 -0.06 0.00
H -5.787995 -1.512385 -2.296197 0.03 0.00 0.03
H -5.366373 -0.435713 -3.634535 0.02 0.01 0.02
H -2.879351 0.852455 0.937767 0.06 0.04 0.01
H -3.400937 2.478204 0.509447 -0.04 -0.02 -0.01
H -1.755140 1.983345 0.125643 0.02 0.08 0.05
H -3.837529 1.799355 -3.033342 -0.05 0.04 -0.01
H -2.891754 2.982747 -2.116065 0.04 -0.03 0.01
H -4.592942 2.686822 -1.700441 0.00 -0.01 -0.01
H 0.482154 -1.653605 -2.866906 0.01 -0.02 -0.04
H 1.493181 -1.911133 -4.309499 0.00 -0.03 0.05
H -0.276699 -1.928455 -4.446711 0.01 0.02 0.00
H 0.825766 1.408423 -5.708356 0.04 -0.05 0.00
H -0.201146 0.022702 -6.148622 0.01 0.01 0.03
H 1.556092 -0.161571 -6.027805 0.00 0.03 0.00
C 3.781696 -1.496511 -1.370512 -0.04 0.00 0.03
C 2.735690 -2.608985 -1.255611 -0.21 0.44 0.00
P 1.513896 -2.242431 0.060971 -0.05 -0.65 0.18
C 2.494612 -2.323611 1.611806 -0.11 0.24 -0.19
C 3.254721 -3.630050 1.840639 -0.05 -0.04 -0.07
C 0.265489 -3.593242 0.139021 0.09 0.17 -0.12
C 0.700756 -4.941696 -0.436322 0.05 0.02 0.01
H 4.409053 -1.664239 -2.244149 0.00 0.00 0.00
H 4.437602 -1.466330 -0.500446 -0.02 0.00 0.01
H 3.304046 -0.519936 -1.473921 0.04 0.01 -0.05
H 3.194282 -3.565951 -1.003600 -0.05 -0.06 -0.01
H 2.209751 -2.732726 -2.201059 -0.02 -0.09 0.06
H 1.791712 -2.148471 2.428108 -0.01 0.04 0.00
H 3.187809 -1.478365 1.586550 -0.06 0.02 0.04
H 2.576168 -4.472628 1.966735 0.01 -0.02 -0.02
H 3.841355 -3.541595 2.754618 -0.01 0.01 0.02
H 3.949914 -3.852776 1.032633 0.01 -0.02 0.00
H -0.624371 -3.226152 -0.378322 -0.01 0.00 0.05
H 0.000667 -3.690083 1.195632 -0.04 0.09 0.01
H 0.952711 -4.872697 -1.494353 0.00 0.00 0.00
H -0.122108 -5.648601 -0.336866 0.01 -0.02 -0.01
H 1.557948 -5.353327 0.093712 0.01 -0.02 -0.03
C -1.643742 -2.479237 4.919493 -0.02 -0.04 0.01
C -1.993513 -2.177598 3.610736 -0.04 -0.04 -0.04
C -1.229869 -1.271727 2.891805 0.12 0.06 0.06
C -0.110528 -0.654119 3.468219 -0.11 0.11 -0.66
C 0.230735 -0.973401 4.780139 0.20 0.08 0.00
C -0.535738 -1.877297 5.502298 0.00 -0.01 0.00
Ge 0.795419 0.715430 2.362220 0.07 1.46 2.96
C -0.273521 2.383681 2.507711 0.21 -0.39 -0.49
C -0.002993 3.451250 1.648049 0.00 -0.04 0.02
C -0.674502 4.655103 1.790312 0.02 -0.02 -0.05
C -1.640454 4.790244 2.780096 -0.01 0.06 0.02
C -1.931521 3.725996 3.621652 -0.01 -0.02 0.03
C -1.258319 2.518988 3.481764 0.02 -0.08 0.01
C 2.561475 1.187085 3.111237 -0.43 -0.42 -0.70
C 3.035566 2.491302 2.961090 0.10 0.07 0.02
C 4.240534 2.863720 3.534905 0.00 -0.03 0.02
C 4.983969 1.935881 4.252965 -0.02 0.05 0.02
C 4.524956 0.632535 4.393394 -0.02 -0.08 0.06
C 3.324821 0.253049 3.813160 0.08 0.00 0.03
H -2.240133 -3.180389 5.488066 0.01 0.01 0.01
H -2.865954 -2.632689 3.159086 0.02 -0.02 0.01
H -1.523900 -1.021892 1.871571 -0.12 -0.04 0.08
H 1.084799 -0.498240 5.247234 -0.04 -0.02 0.05
H -0.270903 -2.107339 6.525876 -0.01 0.01 0.00
H 0.747241 3.338808 0.870195 -0.03 0.07 -0.01
H -0.439267 5.486365 1.137736 -0.03 0.01 0.01
H -2.159134 5.732285 2.901290 -0.01 -0.01 0.00
H -2.676302 3.835512 4.399118 -0.01 0.01 -0.01
H -1.483317 1.693781 4.147560 -0.03 0.02 0.01
H 2.456957 3.233907 2.429407 0.00 -0.02 -0.02
H 4.599813 3.878253 3.425159 -0.01 0.00 0.02
H 5.914196 2.236018 4.716784 0.02 -0.03 -0.04
H 5.098355 -0.089503 4.960097 0.01 0.03 0.02
H 2.968727 -0.761931 3.946650 0.06 0.01 -0.04
```
Forces are in eV/Å.

Energy relative to the best compared isomer or geometry (same formula, charge and spin) (kJ/mol): 0.0
LUMO energy (alpha / beta) (eV): -3.91 / -8.65
Charge: +2
Multiplicity: 4
Expectation value of S²: 3.7608